{
  "formula": "C6H6O",
  "method": "wB97M-V/def2-TZVPD",
  "symbols": ["C", "C", "C", "H", "C", "H", "H", "C", "C", "H", "H", "H", "O"],
  "coordinates": [[0.241734, -0.009639, -0.318452], [-0.676457, 1.056728, -0.950378], [-0.131756, -1.405351, -0.213526], [-1.658553, 0.654201, -1.222622], [1.465066, 0.982994, 0.892486], [-0.511972, 0.462337, 1.797108], [-0.229683, 1.591453, -1.794804], [0.040644, 0.908273, 0.967002], [-0.420901, -2.571049, -0.128798], [1.279408, 0.125579, -0.686195], [1.823150, 0.092760, 1.447297], [-0.683741, -3.604232, -0.049864], [-0.727429, 1.855319, 0.229628]],
  "atomic_forces_ev_per_a": [[-0.01, -0.30, -0.19], [-0.04, -0.06, -0.32], [-0.06, -0.34, 0.06], [0.14, 0.07, 0.06], [-0.21, -0.03, 0.25], [0.08, 0.04, -0.11], [-0.08, -0.08, 0.13], [0.23, -0.03, 0.38], [0.07, 0.43, -0.02], [0.00, -0.19, -0.20], [-0.07, 0.13, -0.06], [0.05, 0.22, -0.03], [-0.11, 0.14, 0.05]],
  "mulliken_charge": [0.396, -0.487, -1.045, 0.312, -0.830, 0.461, 0.248, 0.197, 0.204, 0.289, 0.240, 0.440, -0.426],
  "gap_ev": 9.673,
  "mol_weight_g_mol": 94.113,
  "largest_force_ev_per_a": 0.45
}

{
  "formula": "C6H6O",
  "method": "wB97M-V/def2-TZVPD",
  "symbols": ["C", "H", "C", "C", "C", "C", "H", "H", "H", "H", "O", "C", "H"],
  "coordinates": [[2.774040, -0.763015, 0.853328], [3.575216, -1.386422, 1.180491], [-0.313452, -0.975779, -0.321884], [-1.745001, 0.802917, 0.055186], [0.482908, 0.216157, 0.148474], [-0.331136, 1.255437, 0.320216], [-0.077245, 2.243573, 0.688346], [-0.228456, -1.776436, 0.428863], [-2.302107, 1.421910, -0.657938], [-2.313104, 0.791528, 1.000517], [-1.636771, -0.510583, -0.469762], [1.826503, -0.099619, 0.508898], [0.061111, -1.367126, -1.277549]],
  "atomic_forces_ev_per_a": [[-0.29, 0.32, -0.12], [0.06, 0.26, -0.07], [0.19, -0.18, -0.01], [-0.06, 0.29, 0.06], [-0.14, -0.02, 0.10], [0.12, -0.18, 0.02], [0.01, -0.19, -0.02], [-0.19, 0.04, -0.11], [0.13, -0.01, 0.06], [0.04, 0.03, -0.13], [-0.11, -0.02, -0.07], [0.33, -0.37, 0.17], [-0.09, 0.05, 0.13]],
  "mulliken_charge": [-0.259, 0.383, -0.452, -0.364, 0.571, -0.494, 0.414, 0.251, 0.268, 0.218, -0.368, -0.438, 0.269],
  "gap_ev": 9.963,
  "mol_weight_g_mol": 94.113,
  "largest_force_ev_per_a": 0.52,
  "smiles": "C#CC1=CCOC1"
}